Computed, not measured: 9 unconnected molecules or ions with the total composition C64H138F6N7O6S2 at a distorted geometry, with ωB97M-V/def2-TZVPD.

Each line ends with the Löwdin charge.
Positions of all 223 atoms, in Å:
C: -8.5392 5.1427 14.8957  -0.13
C: -8.3157 4.0113 13.9605  -0.25
C: -8.4293 4.5426 12.5154  -0.13
N: -7.8615 3.5696 11.5110  -0.25
C: -8.6583 2.2924 11.5599  0.03
C: -8.1009 4.2338 10.1229  -0.06
C: -6.9207 3.6526 9.2695  -0.15
C: -5.7577 3.2956 10.1380  -0.14
C: -6.3120 3.2933 11.5817  -0.05
H: -8.5385 4.8507 15.9459  0.08
H: -9.5536 5.5376 14.8389  0.09
H: -7.7687 5.9136 14.9043  0.08
H: -9.1050 3.3348 14.2882  0.12
H: -7.3331 3.5936 14.1798  0.12
H: -7.8366 5.4529 12.4251  0.14
H: -9.4986 4.7001 12.3741  0.14
H: -8.3880 1.7510 10.6533  0.11
H: -9.7207 2.4692 11.3919  0.12
H: -8.2448 1.8008 12.4405  0.11
H: -9.0875 3.9480 9.7581  0.13
H: -7.9905 5.3178 10.0944  0.13
H: -7.3118 2.7090 8.8890  0.11
H: -6.6457 4.3766 8.5026  0.13
H: -5.3977 2.2785 9.9833  0.13
H: -4.9787 4.0286 9.9282  0.13
H: -6.0440 2.3449 12.0473  0.13
H: -5.8798 4.0283 12.2608  0.13
C: -19.4284 4.1636 21.4680  -0.09
C: -19.9968 5.3480 22.2444  -0.22
C: -19.2703 6.0021 23.4915  -0.08
N: -20.1131 7.0853 24.3252  -0.22
C: -19.0450 7.6002 25.3022  -0.10
C: -19.4293 8.9224 26.0227  -0.15
C: -20.0352 10.0128 25.1305  -0.18
C: -21.0190 9.4755 24.1265  -0.18
C: -20.5959 8.1969 23.3789  -0.11
C: -21.2877 6.5470 25.1187  0.04
H: -19.1184 3.4060 22.1877  0.07
H: -18.5427 4.3092 20.8495  0.07
H: -20.1638 3.7636 20.7700  0.08
H: -20.9587 5.1274 22.7070  0.10
H: -20.1354 6.1559 21.5258  0.10
H: -18.3726 6.4680 23.0850  0.12
H: -18.8065 5.2898 24.1740  0.13
H: -18.2238 7.9209 24.6611  0.13
H: -18.7141 6.8431 26.0132  0.14
H: -18.5529 9.3642 26.4968  0.13
H: -20.1680 8.6851 26.7883  0.11
H: -19.2924 10.4583 24.4689  0.12
H: -20.4828 10.7631 25.7823  0.13
H: -21.1681 10.2479 23.3720  0.13
H: -21.9460 9.1869 24.6222  0.11
H: -19.7437 8.4968 22.7691  0.13
H: -21.3503 7.8697 22.6635  0.13
H: -22.0477 6.4300 24.3461  0.10
H: -21.6534 7.3128 25.8027  0.11
H: -21.0820 5.5293 25.4503  0.12
C: -10.2661 18.8518 33.0433  -0.10
C: -10.1788 17.8888 31.9052  -0.24
C: -10.2366 18.6388 30.5271  -0.11
N: -10.5269 17.6948 29.3594  -0.23
C: -9.6290 16.4946 29.3762  -0.14
C: -9.6090 15.6231 28.1388  -0.13
C: -9.3277 16.5070 26.8477  -0.17
C: -10.2943 17.6609 26.8279  -0.19
C: -10.4134 18.5585 28.0636  -0.08
C: -12.0310 17.2408 29.4809  0.07
H: -10.0708 18.3992 34.0156  0.09
H: -11.2868 19.2264 32.9674  0.09
H: -9.5683 19.6889 33.0258  0.09
H: -10.9949 17.1806 32.0485  0.11
H: -9.1982 17.4134 31.9310  0.11
H: -9.2227 19.0276 30.4329  0.13
H: -10.8996 19.5036 30.5033  0.14
H: -8.5983 16.8482 29.4044  0.14
H: -9.8920 15.8955 30.2479  0.14
H: -8.7376 14.9839 28.2812  0.12
H: -10.5343 15.0618 28.0091  0.12
H: -8.3103 16.8980 26.8303  0.11
H: -9.2439 16.0122 25.8802  0.11
H: -10.0895 18.3963 26.0498  0.13
H: -11.3003 17.2743 26.6648  0.11
H: -9.4758 19.1030 28.1756  0.13
H: -11.1995 19.3116 28.0085  0.14
H: -12.6006 18.1685 29.4266  0.11
H: -12.1851 16.7316 30.4323  0.10
H: -12.2606 16.5327 28.6846  0.10
C: -15.9936 8.7777 15.8875  -0.10
C: -15.5426 10.2162 15.7768  -0.21
C: -13.9666 10.3317 15.4913  -0.08
N: -13.4057 11.7861 15.5424  -0.23
C: -13.8998 12.5928 14.2861  -0.08
C: -13.3357 12.1317 12.9599  -0.17
C: -11.8033 12.1520 12.9581  -0.17
C: -11.3239 11.1974 14.1027  -0.15
C: -11.8366 11.6908 15.4806  -0.09
C: -13.7221 12.5994 16.8057  0.04
H: -15.7416 8.2292 16.7952  0.08
H: -15.4804 8.2045 15.1154  0.08
H: -17.0703 8.6641 15.7620  0.09
H: -15.9031 10.8347 16.5987  0.11
H: -16.0267 10.7220 14.9414  0.10
H: -13.6343 9.8934 14.5502  0.11
H: -13.4938 9.7290 16.2668  0.13
H: -14.9772 12.4289 14.3059  0.12
H: -13.6733 13.6468 14.4468  0.14
H: -13.7710 11.1740 12.6745  0.12
H: -13.6266 12.7566 12.1156  0.13
H: -11.4511 11.8014 11.9880  0.12
H: -11.2999 13.1160 13.0316  0.12
H: -11.7288 10.2329 13.7963  0.10
H: -10.2341 11.1761 14.1042  0.12
H: -11.5842 11.0323 16.3117  0.12
H: -11.4133 12.6258 15.8478  0.13
H: -14.7961 12.7461 16.6915  0.10
H: -13.2077 13.5584 16.7443  0.11
H: -13.5070 11.9826 17.6783  0.12
C: -2.0162 13.7228 17.4368  -0.06
C: -2.8657 12.5232 18.0637  -0.20
C: -2.2470 11.7830 19.2949  -0.08
N: -2.8707 10.4003 19.6252  -0.24
C: -2.0264 9.7134 20.6717  -0.11
C: -2.1085 10.4797 22.0229  -0.12
C: -3.6039 10.8678 22.4141  -0.16
C: -4.5079 11.4319 21.3198  -0.16
C: -4.3050 10.5977 20.0535  -0.13
C: -2.8439 9.4211 18.3997  0.04
H: -0.9871 13.3646 17.4646  0.07
H: -2.0887 14.6282 18.0394  0.08
H: -2.3269 13.9444 16.4158  0.08
H: -3.0561 11.9102 17.1827  0.09
H: -3.8168 13.0262 18.2383  0.10
H: -2.3655 12.3811 20.1984  0.12
H: -1.1991 11.5549 19.1002  0.14
H: -0.9854 9.6627 20.3525  0.14
H: -2.4310 8.7204 20.8676  0.13
H: -1.4859 11.3740 21.9948  0.11
H: -1.7212 9.8576 22.8297  0.12
H: -3.4821 11.5384 23.2647  0.12
H: -4.2322 10.0412 22.7459  0.11
H: -4.2090 12.4561 21.0966  0.11
H: -5.5846 11.3929 21.4850  0.13
H: -4.8540 11.0307 19.2173  0.13
H: -4.7115 9.6005 20.2222  0.14
H: -3.6015 9.8015 17.7146  0.09
H: -3.0939 8.3991 18.6843  0.11
H: -1.9281 9.4457 17.8091  0.11
C: -13.1271 -0.5115 16.8180  -0.09
C: -12.3905 -1.2731 17.9309  -0.23
C: -12.6822 -0.5572 19.2718  -0.09
N: -11.8800 -1.2404 20.4166  -0.23
C: -11.6852 -0.2130 21.5656  -0.07
C: -13.0726 0.1908 22.2556  -0.15
C: -13.8041 -1.0446 22.6239  -0.21
C: -13.9136 -2.1173 21.5400  -0.14
C: -12.5406 -2.5246 20.9023  -0.08
C: -10.4155 -1.6172 20.0516  0.01
H: -14.1990 -0.5698 17.0067  0.08
H: -13.0453 -0.9972 15.8456  0.08
H: -12.6414 0.4608 16.7354  0.08
H: -11.3707 -1.3710 17.5586  0.11
H: -12.8102 -2.2742 18.0299  0.11
H: -13.7416 -0.6036 19.5237  0.12
H: -12.3956 0.4936 19.2295  0.14
H: -11.1421 0.6714 21.2325  0.13
H: -11.1071 -0.7451 22.3210  0.13
H: -13.6517 0.8783 21.6392  0.11
H: -12.8038 0.8138 23.1086  0.12
H: -14.7294 -1.0021 23.1985  0.13
H: -13.2276 -1.5011 23.4285  0.12
H: -14.6105 -1.9206 20.7252  0.11
H: -14.2720 -2.9694 22.1176  0.13
H: -12.6755 -3.2191 20.0730  0.13
H: -11.9384 -3.0842 21.6181  0.14
H: -9.8509 -0.7763 19.6488  0.11
H: -10.4159 -2.4291 19.3243  0.10
H: -9.8516 -1.9593 20.9194  0.11
C: -10.2259 3.0508 30.5854  -0.07
C: -9.3132 4.3466 30.5988  -0.21
C: -7.8223 4.0702 30.3709  -0.12
N: -6.8372 5.2496 30.7197  -0.22
C: -6.9475 6.5172 29.8226  -0.10
C: -5.8960 7.5227 30.1564  -0.14
C: -4.4569 6.8517 29.9402  -0.18
C: -4.2724 5.6435 30.7291  -0.20
C: -5.4341 4.6336 30.5218  -0.10
C: -6.8783 5.5948 32.2718  0.07
H: -9.8947 2.3641 31.3644  0.07
H: -10.1165 2.4295 29.6965  0.07
H: -11.2598 3.3781 30.6951  0.08
H: -9.4678 4.9092 31.5194  0.11
H: -9.6493 4.9234 29.7371  0.10
H: -7.6231 3.8464 29.3229  0.13
H: -7.5024 3.1880 30.9255  0.13
H: -6.8612 6.1399 28.8036  0.14
H: -7.9272 6.9167 30.0846  0.14
H: -6.0038 8.4073 29.5287  0.12
H: -5.9926 7.9714 31.1451  0.12
H: -4.3929 6.5718 28.8887  0.11
H: -3.6006 7.5161 30.0560  0.12
H: -3.3192 5.1205 30.6517  0.13
H: -4.1628 5.9136 31.7794  0.12
H: -5.5090 4.1283 29.5589  0.13
H: -5.3095 3.8795 31.2990  0.13
H: -6.0151 6.2101 32.5253  0.09
H: -6.7700 4.6077 32.7214  0.11
H: -7.8183 6.0765 32.5410  0.11
C: -14.4352 9.6637 32.7089  -0.67
F: -13.4162 9.2481 33.4540  0.11
F: -14.0127 9.9849 31.5022  0.12
F: -15.3739 8.6986 32.6702  0.10
S: -15.2279 11.2265 33.6139  0.49
O: -14.2091 12.2936 33.6746  -0.39
O: -16.3721 11.5626 32.7636  -0.38
O: -15.6555 10.7301 34.9378  -0.36
C: -12.0911 7.5485 24.4924  -0.64
F: -13.1016 6.7455 24.9516  0.08
F: -12.1980 8.6959 25.1525  0.12
F: -10.8986 7.0695 24.7626  0.14
S: -12.4073 7.8747 22.5641  0.50
O: -13.7178 8.5707 22.4183  -0.39
O: -11.3292 8.7598 22.0648  -0.40
O: -12.3637 6.5758 21.8627  -0.40

* HOMO level: -11.2 eV
* calculated total energy: -129249.021 eV
* net charge: +5
* gap between HOMO and LUMO: 3.991 eV


Computed, not measured: C4H11N3 in the gas phase at a distorted geometry, with ωB97M-V/def2-TZVPD.

Each line ends with the natural charge from an NBO analysis.
Positions of all 18 atoms, in Å:
H: -2.1395 0.8566 1.2684  0.33
N: -2.5017 0.6341 0.3402  -0.58
C: -1.6084 0.4485 -0.5406  0.07
C: -0.1396 0.9687 -0.5209  -0.13
C: 0.3423 1.3195 0.8832  -0.64
N: 0.6942 -0.0599 -1.1460  -0.47
N: 0.4027 -1.3771 -0.7601  -0.45
C: 1.2505 -1.8578 0.3202  -0.42
H: -1.9772 0.2967 -1.5571  0.17
H: -0.0763 1.8535 -1.1662  0.22
H: -0.1566 2.2247 1.2256  0.21
H: 0.1376 0.5218 1.5932  0.20
H: 1.4157 1.4858 0.8694  0.23
H: 0.5670 -0.0202 -2.1547  0.35
H: -0.6721 -1.2954 -0.3972  0.31
H: 1.0469 -1.4204 1.3059  0.16
H: 2.2876 -1.6405 0.0593  0.21
H: 1.1269 -2.9386 0.3774  0.20

* HOMO level: -9.0 eV
* calculated total energy: -8794.466 eV
* net charge: 0
* energy above the lowest of the compared OMol25 structures with the same formula, charge and spin: 304.2 kJ/mol
* SMILES: [H]/N=C\[C@@H](C)NNC
* gap between HOMO and LUMO: 9.926 eV


Computed, not measured: C4H3NO2 in the gas phase, with ωB97M-V/def2-TZVPD.

Each line ends with the natural charge from an NBO analysis.
Positions of all 10 atoms, in Å:
O: 1.9461 1.7799 0.3255  -0.42
C: 0.8784 1.5878 -0.1420  0.50
C: -0.1265 0.5015 0.5484  0.05
N: -1.0428 1.1966 0.9532  -0.10
O: -2.0280 -1.1938 0.1165  -0.52
C: -0.8953 -1.5668 -0.1445  0.35
C: 0.2657 -0.7266 0.0346  -0.44
H: 0.4036 2.0079 -1.0321  0.19
H: -0.6944 -2.6000 -0.4824  0.15
H: 1.2931 -0.9865 -0.1773  0.25

* HOMO level (spin up / spin down): -9.2 / -9.4 eV
* calculated total energy: -9776.963 eV
* net charge: 0
* energy above the lowest of the compared OMol25 structures with the same formula, charge and spin: 455.7 kJ/mol
* gap between HOMO and LUMO (spin up / spin down): 6.885 / 7.553 eV


Number 1: M 1279.97 g mol⁻¹. Number 2: M 101.15 g mol⁻¹. Number 3: M 97.07 g mol⁻¹.